# C4H12FHfO4

A structure of composition C4H12FHfO4 (wB97M-V/def2-TZVPD, the OMol25 dataset).

Calculated values
Maximum force in eV/Å: 3.97
Orbital gap in eV: 3.31
Energy relative to the best compared isomer or geometry (same formula, charge and spin) in kcal/mol: 45.2
Net charge: +3

Each line ends with the natural charge from an NBO analysis.
Element x y z (Å)
Hf  26.6849  -11.1962  -23.6671  1.8125
F  25.4967  -9.8189  -24.9126  -0.7953
C  27.1795  -7.1975  -27.1134  -0.0708
C  26.3646  -6.3548  -26.0643  -0.0752
O  26.7392  -6.7603  -24.7910  -0.4707
O  28.4944  -6.8589  -27.0075  -0.4397
H  26.7577  -7.0380  -28.1423  0.3112
H  27.0760  -8.2750  -26.9675  0.1844
H  25.2823  -6.4936  -26.1507  0.2076
H  26.5127  -5.2825  -26.2313  0.2892
H  25.9976  -7.2862  -24.4541  0.4960
H  29.0487  -7.6476  -27.1516  0.5250
C  24.3623  -10.1447  -28.4800  -0.0580
C  23.6890  -8.6896  -28.1122  -0.0268
O  23.1530  -8.6691  -26.8700  -0.4426
O  25.5222  -10.3289  -27.7689  -0.5254
H  24.6290  -10.2396  -29.5341  0.2717
H  23.6330  -10.9549  -28.2939  0.2972
H  22.9778  -8.3432  -28.8613  0.2899
H  24.5840  -8.0269  -28.0499  0.2358
H  23.7636  -8.9682  -26.1701  0.4945
H  25.4173  -10.1818  -26.8067  0.4893

# C4H12FeO7

A structure of composition C4H12FeO7 (wB97M-V/def2-TZVPD, the OMol25 dataset).

Calculated values
Maximum force in eV/Å: 0.69
Orbital gap (spin up / spin down) in eV: 8.87 / 7.98
Energy relative to the best compared isomer or geometry (same formula, charge and spin) in kcal/mol: 0.0
⟨S²⟩: 6.01
Multiplicity: 5

Each line ends with the Löwdin spin population.
Element x y z (Å)
Fe  7.6000  14.1154  10.2684  3.7469
C  10.2162  11.2965  8.9956  0.0022
C  9.3419  12.4249  9.4689  0.0101
O  8.1261  12.4559  9.1033  0.0478
O  9.8111  13.2980  10.2475  0.0277
H  11.2442  11.6447  8.8882  0.0006
H  9.8721  10.9138  8.0382  0.0005
H  10.1979  10.5048  9.7420  0.0002
C  3.6142  14.7388  10.5091  0.0014
C  5.0919  14.6281  10.2764  0.0047
O  5.8690  15.3104  11.0119  0.0385
O  5.5389  13.8588  9.3847  0.0326
H  3.0584  14.1167  9.8143  0.0006
H  3.2961  15.7766  10.4038  0.0001
H  3.3874  14.4369  11.5330  0.0002
O  7.0640  12.8129  11.9331  0.0248
H  6.4039  12.1429  11.7284  0.0010
H  6.8449  13.1533  12.8044  0.0022
O  7.9652  15.3831  8.5220  0.0268
H  7.2775  15.4126  7.8503  0.0010
H  8.5536  16.1252  8.3674  0.0020
O  8.5949  15.6690  11.3924  0.0245
H  9.5410  15.8164  11.3045  0.0019
H  8.3317  16.0046  12.2529  0.0014

# C4H12IO4

A cluster of 3 separate species, C4H12IO4 in total (wB97M-V/def2-TZVPD, the OMol25 dataset).

Calculated values
Maximum force in eV/Å: 2.79
Orbital gap in eV: 5.59
Energy relative to the best compared isomer or geometry (same formula, charge and spin) in kcal/mol: 40.1
Net charge: -1

Each line ends with the natural charge from an NBO analysis.
Element x y z (Å)
I  0.2457  -6.3676  0.6696  -0.9999
C  -3.9497  0.8957  0.5408  -0.0814
C  -4.1903  1.2237  2.0304  -0.0787
O  -4.1782  0.0816  2.8154  -0.7109
O  -2.6351  0.4225  0.4339  -0.7181
H  -4.1201  1.7849  -0.0661  0.1682
H  -4.5692  0.1082  0.1116  0.1697
H  -5.2214  1.5703  2.1003  0.1396
H  -3.5735  2.0530  2.3766  0.1630
H  -4.8322  0.2403  3.4999  0.4686
H  -2.6877  -0.5180  0.6196  0.4800
C  4.1053  0.6753  -1.1894  -0.0844
C  4.5813  -0.5552  -1.9802  -0.0926
O  3.4274  -1.1324  -2.6250  -0.7410
O  3.3273  0.2551  -0.1241  -0.7166
H  3.5277  1.3680  -1.8015  0.1659
H  4.9283  1.2159  -0.7220  0.1657
H  5.0089  -1.3503  -1.3695  0.1807
H  5.2580  -0.3042  -2.7970  0.1663
H  3.1297  -1.8763  -2.0962  0.4808
H  2.4176  0.2095  -0.4272  0.4752

# C4H12IOP

The molecule C4H12IOP (wB97M-V/def2-TZVPD, the OMol25 dataset).

Calculated values
Maximum force in eV/Å: 2.22
Orbital gap in eV: 8.89
SMILES: OCCCC[PH3]I
Energy relative to the best compared isomer or geometry (same formula, charge and spin) in kcal/mol: 8.0

Each line ends with the natural charge from an NBO analysis.
Element x y z (Å)
O  -1.4164  0.6270  -1.6533  -0.7260
C  -2.1063  -0.1426  -0.6706  -0.0603
C  -1.1844  -0.6143  0.4849  -0.4318
C  -0.3331  0.5762  1.0380  -0.4088
C  1.1873  0.2802  1.1207  -0.7481
P  1.9821  -0.3083  -0.5117  0.6275
I  3.1534  -1.1627  -2.5725  -0.4088
H  -1.4165  1.5418  -1.3978  0.4678
H  -2.9275  0.4786  -0.2783  0.1628
H  -2.5124  -1.0060  -1.2108  0.1878
H  -1.8406  -1.0098  1.2702  0.2180
H  -0.5137  -1.4060  0.1188  0.1946
H  -0.6798  0.7402  2.0732  0.2138
H  -0.5491  1.5220  0.5218  0.1893
H  1.3571  -0.4753  1.9036  0.2129
H  1.7059  1.2089  1.4181  0.2191
H  2.8903  0.7902  -0.5329  0.0256
H  2.4151  -1.4930  0.1384  0.0114
H  0.7887  -0.1473  -1.2598  0.0532

# C4H12LiN2O10

A structure of composition C4H12LiN2O10 (wB97M-V/def2-TZVPD, the OMol25 dataset).

Calculated values
Maximum force in eV/Å: 5.19
Orbital gap (spin up / spin down) in eV: 10.26 / 3.09
⟨S²⟩: 0.75
Multiplicity: 2

Each line ends with the Löwdin spin population.
Element x y z (Å)
Li  -0.3899  -0.2728  0.0194  -0.0025
N  -0.0588  -1.9579  -2.5493  -0.0170
O  -0.0326  -0.8725  -1.9859  0.1401
O  0.8976  -2.1446  -3.2991  0.1704
O  -0.8330  -2.8174  -2.2462  0.1012
N  -0.8226  -3.0360  1.7137  -0.0231
O  -0.3517  -1.9553  1.5117  0.2461
O  -0.2075  -4.0533  1.4294  0.1649
O  -1.9082  -2.9743  2.2245  0.2223
C  -2.8021  0.0086  1.0716  -0.0012
C  -1.9918  1.0620  1.9333  0.0000
O  -0.6158  1.1316  1.6269  -0.0001
O  -2.3304  -0.0814  -0.3238  0.0014
H  -3.8259  0.3734  0.9879  0.0000
H  -2.8407  -0.9812  1.5264  -0.0011
H  -2.2815  0.8206  2.9560  0.0000
H  -2.2768  2.0821  1.6757  0.0000
H  -0.1718  1.3788  2.4413  0.0000
H  -2.8709  -0.6299  -0.8970  -0.0002
C  2.4753  2.3280  -1.5704  0.0000
C  3.0312  0.9880  -1.0492  -0.0003
O  2.2215  0.3323  0.0590  -0.0003
O  2.1397  3.0649  -0.4217  0.0000
H  1.5294  2.0754  -2.0494  -0.0001
H  3.1055  3.0151  -2.1351  0.0000
H  4.1028  0.9871  -0.8498  0.0000
H  2.9582  0.3547  -1.9334  -0.0003
H  2.2912  -0.6167  -0.0680  -0.0002
H  1.8596  2.3906  0.2016  0.0000

# C4H12N2

A cluster of 2 separate species, C4H12N2 in total (wB97M-V/def2-TZVPD, the OMol25 dataset).

Calculated values
Maximum force in eV/Å: 4.27
Orbital gap (spin up / spin down) in eV: 2.88 / 8.74
Energy relative to the best compared isomer or geometry (same formula, charge and spin) in kcal/mol: 41.6
Net charge: -1
⟨S²⟩: 0.75
Multiplicity: 2

Each line ends with the Löwdin spin population.
Element x y z (Å)
C  -0.4031  -2.0336  -1.9874  0.1401
C  -0.1787  -0.6080  -2.2964  0.0652
N  0.6342  0.0527  -1.2603  0.0414
H  0.3592  -2.7746  -2.5440  0.0185
H  -0.4718  -2.2715  -0.9310  0.0540
H  -1.3615  -2.1845  -2.4050  0.0116
H  0.3439  -0.2992  -3.2696  0.0070
H  -1.1066  -0.0791  -2.4788  0.0084
H  0.2482  -0.1349  -0.3551  0.0136
H  1.5817  -0.1628  -1.5011  0.0482
C  -0.3819  2.2812  2.8704  0.0687
C  0.3468  1.5560  2.0187  0.1293
N  0.2697  0.1747  1.9812  0.1165
H  -1.1516  1.8777  3.6280  0.0122
H  -0.4847  3.3984  2.6392  0.0066
H  1.0820  1.9183  1.4325  0.0159
H  -0.3906  -0.2519  2.5818  0.0939
H  1.0650  -0.4591  1.8768  0.1490